Formula: C35H52AsP3PtS
Source: the OMol25 dataset
Level of theory: wB97M-V/def2-TZVPD

```
93
Properties=species:S:1:pos:R:3:lowdin_charge:R:1
Pt -0.1510 -0.0847 -1.3460 0.763
P -1.4064 1.7780 -0.9253 0.615
P -1.6747 -1.4781 -0.2420 0.695
P 1.7181 1.3220 -1.9268 0.701
H -0.0643 -2.6537 -2.2282 0.025
C 0.8093 -2.0310 -2.0249 -0.361
C 1.3407 -1.8575 -0.7258 -0.210
H 0.9305 -2.3909 0.1401 0.053
C -2.5010 2.0460 -2.3730 -0.225
C -2.5683 1.7925 0.4963 -0.238
C -0.6915 3.4395 -0.6160 -0.231
C -1.5205 -3.3049 -0.1692 -0.199
C -1.7098 -1.2142 1.5751 -0.223
C -3.3649 -1.2620 -0.9143 -0.226
C 3.2231 0.4246 -2.4545 -0.211
C 2.4525 2.2558 -0.5308 -0.249
C 1.5975 2.6393 -3.1986 -0.233
H 1.4869 -1.9196 -2.8705 0.009
H 2.3774 -1.5174 -0.6452 0.041
H -3.1228 2.9294 -2.1819 0.077
H -3.1552 1.1826 -2.5435 0.047
H -1.9078 2.2161 -3.2795 0.035
H -3.2172 2.6737 0.3896 0.084
H -2.0021 1.8917 1.4310 0.036
H -3.1997 0.9035 0.5598 0.020
H -1.5243 4.1546 -0.5316 0.084
H -0.0260 3.7746 -1.4196 0.038
H -0.1542 3.4393 0.3418 0.027
H -2.5329 -3.7075 -0.0276 0.081
H -0.8914 -3.5847 0.6852 0.069
H -1.0997 -3.7212 -1.0847 0.048
H -2.6260 -1.6466 1.9957 0.093
H -1.6477 -0.1599 1.8423 -0.006
H -0.8344 -1.7093 2.0103 0.052
H -3.9573 -2.1353 -0.6149 0.070
H -3.3187 -1.2268 -2.0098 0.050
H -3.8731 -0.3568 -0.5691 0.040
H 3.7422 1.0979 -3.1507 0.071
H 3.0042 -0.5220 -2.9581 0.037
H 3.8721 0.2568 -1.5841 0.063
H 3.4321 2.6266 -0.8577 0.091
H 2.6011 1.5926 0.3311 -0.014
H 1.8251 3.1054 -0.2504 0.013
H 2.2897 2.3758 -4.0078 0.059
H 1.9337 3.5983 -2.7768 0.074
H 0.5979 2.7506 -3.6277 0.035
C 0.4169 -1.2207 -5.6480 -0.446
C 0.0601 -0.6996 -6.9119 -0.037
C 0.8011 -1.0161 -8.0556 0.041
C 1.8500 -1.9416 -7.9745 0.083
C 2.0703 -2.6242 -6.7717 0.037
C 1.3403 -2.2920 -5.6107 -0.011
S -0.2297 -0.2807 -4.2574 0.855
H -0.9433 -1.2480 -3.5742 -0.066
H -0.7588 0.0267 -6.9480 0.130
H 0.5787 -0.5033 -8.9954 0.152
H 2.5001 -2.1124 -8.8326 0.160
H 2.8548 -3.3855 -6.7465 0.148
H 1.4886 -2.8412 -4.6764 0.115
C 2.0920 5.5297 4.8187 0.031
C 2.3580 5.3431 3.4579 -0.010
C 2.0732 4.1158 2.8469 -0.074
C 1.5204 3.0686 3.6114 -0.353
C 1.2535 3.2538 4.9733 -0.050
C 1.5291 4.4935 5.5693 0.011
As 1.1078 1.3937 2.6519 1.400
C 2.9495 0.6662 2.6954 -0.402
C 3.3033 -0.2651 1.7081 -0.168
C 4.6027 -0.7739 1.6486 -0.054
C 5.5443 -0.3709 2.6035 -0.030
C 5.1820 0.5271 3.6116 -0.024
C 3.8831 1.0516 3.6620 -0.067
C 0.4010 0.2706 4.1113 -0.417
C 0.9950 -0.9528 4.4503 -0.092
C 0.3894 -1.7661 5.4162 -0.038
C -0.8030 -1.3673 6.0255 -0.030
C -1.3983 -0.1519 5.6766 -0.047
C -0.8131 0.6631 4.7026 -0.144
H 2.3236 6.4838 5.2941 0.145
H 2.7911 6.1535 2.8675 0.133
H 2.2963 3.9693 1.7887 0.089
H 0.8418 2.4382 5.5690 0.111
H 1.3035 4.6377 6.6268 0.139
H 2.5627 -0.5785 0.9751 0.040
H 4.8717 -1.4824 0.8607 0.117
H 6.5638 -0.7604 2.5600 0.129
H 5.9070 0.8328 4.3676 0.130
H 3.5954 1.7596 4.4389 0.110
H 1.9268 -1.2569 3.9692 0.101
H 0.8601 -2.7125 5.6828 0.125
H -1.2718 -2.0105 6.7707 0.129
H -2.3205 0.1711 6.1596 0.124
H -1.2854 1.6052 4.4126 0.106
```

For the orbital gap (alpha / beta), the calculation gives 0.2081 / 0.1090 Ha. Its relative energy (zero: lowest compared OMol25 entry of this formula, charge and spin) is 15.1 kcal/mol. Its LUMO energy (alpha / beta) is -10.561 / -14.769 eV. Its HOMO energy (alpha / beta) is -16.22 / -17.73 eV. The total charge is +4. Its spin multiplicity is 5. Its expectation value of S² is 6.047. Its largest force on an atom is 2.72 eV Å⁻¹.